{"formula": "C39H82N8O9SSi", "method": "ωB97M-V with the def2-TZVPD basis set", "symbols": ["C", "C", "C", "O", "C", "Si", "C", "C", "C", "C", "C", "C", "C", "C", "C", "S", "C", "C", "H", "H", "H", "H", "H", "H", "H", "H", "H", "H", "H", "H", "H", "H", "H", "H", "H", "H", "H", "H", "H", "H", "H", "H", "H", "H", "C", "C", "O", "N", "C", "H", "H", "H", "H", "H", "H", "H", "C", "C", "O", "N", "C", "H", "H", "H", "H", "H", "H", "H", "C", "C", "O", "N", "C", "H", "H", "H", "H", "H", "H", "H", "C", "C", "O", "N", "C", "H", "H", "H", "H", "H", "H", "H", "C", "C", "O", "N", "C", "H", "H", "H", "H", "H", "H", "H", "C", "C", "O", "N", "C", "H", "H", "H", "H", "H", "H", "H", "C", "C", "O", "N", "C", "H", "H", "H", "H", "H", "H", "H", "C", "C", "O", "N", "C", "H", "H", "H", "H", "H", "H", "H"], "positions_angstrom": [[-7.352369, -5.136942, 2.784613], [-8.648182, -4.560933, 2.196754], [-8.619263, -3.061142, 1.910586], [-7.324271, -2.617499, 1.598097], [-7.230293, -1.191535, 1.588969], [-5.379697, -0.752942, 1.607715], [-4.969093, 0.824570, 2.541259], [-6.115479, 1.407674, 3.376044], [-6.654631, 0.453811, 4.414711], [-8.003809, 0.547529, 4.786574], [-8.571545, -0.327610, 5.707538], [-7.783639, -1.319456, 6.283301], [-6.439793, -1.414208, 5.926476], [-5.874323, -0.542835, 4.997206], [-4.453919, -2.289098, 2.233214], [-2.847014, -1.802776, 2.905594], [-2.236232, -3.165365, 3.940245], [-1.879782, -2.678478, 5.344621], [-7.391273, -5.243975, 3.865081], [-7.205882, -6.142929, 2.395733], [-6.472228, -4.565747, 2.512715], [-8.916511, -5.141490, 1.317700], [-9.441967, -4.745483, 2.918676], [-9.262937, -2.868070, 1.040997], [-9.057081, -2.519031, 2.752995], [-7.689222, -0.837651, 0.657312], [-7.807807, -0.753118, 2.404114], [-4.975146, -0.571937, 0.188485], [-4.653894, 1.578380, 1.823807], [-4.115003, 0.683073, 3.200193], [-5.736158, 2.296166, 3.883735], [-6.935854, 1.761657, 2.754298], [-8.614720, 1.319581, 4.339831], [-9.621429, -0.222874, 5.934652], [-8.233920, -2.002909, 6.986419], [-5.846203, -2.185548, 6.396801], [-4.834872, -0.646226, 4.716108], [-4.327408, -2.963419, 1.391763], [-5.051420, -2.733575, 3.025573], [-1.345603, -3.553188, 3.451960], [-2.954491, -3.980175, 3.974629], [-1.546427, -1.645087, 5.313200], [-1.056886, -3.274710, 5.734624], [-2.731348, -2.787404, 6.010135], [2.924629, -0.406324, 4.887457], [1.537720, -0.402588, 4.300907], [0.642867, 0.324432, 4.715125], [1.309072, -1.248756, 3.261899], [2.240727, -2.167375, 2.628440], [2.969830, 0.321878, 5.691290], [3.169118, -1.391068, 5.289627], [3.654018, -0.135513, 4.127007], [0.366517, -1.202923, 2.908598], [2.341629, -1.914642, 1.576895], [1.854919, -3.188297, 2.709066], [3.217076, -2.115239, 3.093478], [3.267097, 1.349200, -0.321591], [4.261508, 0.274303, 0.044811], [4.155426, -0.370909, 1.081513], [5.287257, 0.048983, -0.811568], [5.582416, 0.718113, -2.073496], [2.518953, 1.404869, 0.463900], [3.761480, 2.317542, -0.406292], [2.773747, 1.112147, -1.264968], [5.908924, -0.685125, -0.509399], [5.589380, -0.002810, -2.883732], [6.568393, 1.179872, -2.014987], [4.845045, 1.483297, -2.288856], [-2.186826, 3.285317, 0.720947], [-3.471130, 3.963067, 0.303749], [-4.517700, 3.792090, 0.908236], [-3.426391, 4.781187, -0.781568], [-2.285797, 5.102948, -1.617061], [-2.385752, 2.672524, 1.594882], [-1.811569, 2.644185, -0.077781], [-1.426620, 4.023529, 0.978535], [-4.315036, 5.200037, -1.005200], [-2.100747, 6.178505, -1.597909], [-2.483157, 4.805659, -2.648606], [-1.396434, 4.589172, -1.269548], [7.918893, 1.479664, 4.269877], [6.755693, 0.907580, 3.492684], [5.682335, 0.650668, 4.016202], [6.929243, 0.675153, 2.169432], [8.109558, 0.906143, 1.350207], [7.613159, 1.601410, 5.304529], [8.776149, 0.806485, 4.232365], [8.208035, 2.452520, 3.870913], [6.105614, 0.284815, 1.730593], [7.868436, 1.597920, 0.542885], [8.440716, -0.032843, 0.909794], [8.920368, 1.321175, 1.935065], [-12.555982, -4.295303, 1.615711], [-13.673749, -4.832924, 0.753953], [-14.743531, -5.183159, 1.221516], [-13.440747, -4.914513, -0.584620], [-12.239993, -4.548305, -1.311905], [-12.885804, -4.289682, 2.649844], [-11.669968, -4.926216, 1.533641], [-12.302744, -3.275083, 1.323729], [-14.221730, -5.279720, -1.105812], [-12.470078, -3.775877, -2.047909], [-11.842511, -5.417816, -1.838447], [-11.479086, -4.171511, -0.636909], [6.003943, 1.134398, -7.243634], [6.588407, 1.486980, -5.899290], [6.433734, 0.780630, -4.913707], [7.305715, 2.638840, -5.811149], [7.589656, 3.600491, -6.858575], [5.461186, 0.199260, -7.152327], [5.307947, 1.903350, -7.579618], [6.797721, 1.009156, -7.982860], [7.669975, 2.817141, -4.888686], [8.668391, 3.693248, -6.997982], [7.192433, 4.579286, -6.584118], [7.139927, 3.291876, -7.795838], [12.354394, 1.635276, -1.614300], [11.698296, 0.877718, -0.484292], [10.547842, 1.099218, -0.139062], [12.438007, -0.071256, 0.145307], [13.807294, -0.470607, -0.122189], [11.638830, 2.350024, -2.008087], [13.231771, 2.176237, -1.258435], [12.649777, 0.955708, -2.414418], [11.942888, -0.539114, 0.887975], [13.841770, -1.529251, -0.383848], [14.420682, -0.315130, 0.766605], [14.224905, 0.105566, -0.940237], [2.449242, 4.086165, -10.275368], [3.450446, 3.001030, -9.958826], [3.368573, 2.319563, -8.949301], [4.460935, 2.801857, -10.846999], [4.719669, 3.505956, -12.089556], [1.714328, 4.117072, -9.477446], [2.939985, 5.057984, -10.339627], [1.938217, 3.877654, -11.215796], [5.090063, 2.061405, -10.579619], [4.702438, 2.804858, -12.925323], [5.704019, 3.975630, -12.054256], [3.972753, 4.272838, -12.261309]], "forces_ev_per_a": [[-0.04, -0.39, -0.12], [0.32, -0.21, 0.41], [-0.47, -0.37, -0.54], [0.08, 0.14, 0.55], [0.00, -0.23, -0.54], [0.24, -0.07, -0.13], [-0.30, 0.19, 0.03], [0.31, -0.07, 0.25], [-0.55, 0.01, 0.09], [0.30, -0.22, 0.21], [0.43, 0.22, -0.38], [0.03, 0.28, -0.30], [-0.32, -0.03, 0.16], [-0.35, 0.01, 0.08], [0.24, 0.31, 0.25], [-0.01, 0.35, -0.03], [0.16, -0.09, -0.05], [0.05, -0.22, -0.29], [0.01, 0.24, 0.16], [0.05, -0.12, 0.00], [0.01, 0.15, -0.02], [0.06, 0.16, -0.30], [-0.22, 0.03, -0.03], [-0.19, 0.14, 0.05], [0.30, 0.23, 0.17], [-0.01, 0.23, -0.04], [0.09, -0.05, 0.20], [0.03, 0.01, 0.00], [-0.03, 0.11, -0.14], [0.17, -0.22, -0.04], [-0.02, 0.13, 0.05], [-0.08, -0.06, -0.16], [-0.07, 0.07, -0.08], [-0.10, -0.10, 0.17], [0.11, -0.14, 0.12], [0.18, -0.03, -0.08], [0.10, -0.06, 0.06], [-0.14, -0.28, 0.04], [-0.10, -0.19, -0.02], [0.08, -0.07, -0.08], [-0.19, 0.01, -0.11], [0.01, 0.14, 0.12], [0.02, -0.08, 0.15], [-0.07, 0.22, 0.13], [-0.18, 0.06, -0.01], [-0.06, 0.05, 0.07], [0.03, -0.07, -0.01], [0.10, -0.05, 0.10], [-0.59, -0.06, 0.00], [-0.06, 0.02, -0.01], [0.07, -0.01, -0.06], [0.10, -0.08, 0.07], [-0.05, 0.00, -0.08], [0.18, -0.04, -0.04], [0.13, -0.03, 0.03], [0.03, 0.07, -0.02], [-0.07, -0.04, 0.06], [-0.03, -0.02, -0.06], [0.17, 0.08, -0.10], [-0.16, 0.22, 0.07], [0.16, -0.34, 0.36], [0.04, -0.05, 0.04], [-0.02, 0.00, -0.09], [0.04, 0.08, -0.04], [0.00, -0.05, -0.08], [-0.01, 0.08, -0.12], [-0.02, 0.07, -0.12], [-0.03, -0.01, 0.02], [-0.06, -0.02, 0.03], [-0.04, -0.05, 0.08], [0.00, 0.02, -0.04], [0.12, -0.06, 0.03], [-0.34, 0.11, -0.01], [-0.04, 0.02, 0.01], [0.08, 0.04, 0.00], [0.06, -0.04, -0.06], [0.00, 0.01, -0.01], [0.12, -0.02, -0.02], [0.12, -0.02, -0.02], [0.00, -0.02, 0.02], [-0.06, 0.01, 0.06], [-0.15, -0.13, -0.28], [0.19, 0.14, 0.35], [0.23, 0.13, 0.02], [-0.61, -0.18, 0.13], [-0.06, -0.02, -0.01], [0.05, 0.07, -0.05], [0.09, -0.03, -0.02], [-0.08, -0.06, 0.06], [0.16, 0.04, -0.04], [0.17, 0.05, -0.04], [0.04, 0.00, 0.00], [-0.02, 0.00, 0.05], [-0.11, -0.04, 0.03], [0.05, 0.02, 0.00], [0.12, 0.06, 0.07], [-0.32, -0.14, -0.11], [-0.08, -0.03, -0.02], [0.06, 0.09, -0.03], [0.11, -0.03, -0.01], [0.00, 0.00, -0.01], [0.11, 0.04, 0.01], [0.11, 0.05, 0.01], [0.00, 0.00, 0.02], [0.02, -0.01, 0.07], [-0.01, -0.10, 0.06], [0.05, 0.07, -0.14], [-0.04, -0.03, -0.12], [0.09, 0.00, 0.35], [0.00, -0.01, 0.06], [0.01, -0.04, -0.10], [-0.03, 0.07, -0.04], [0.01, 0.01, 0.00], [-0.02, 0.03, -0.11], [-0.01, 0.03, -0.12], [-0.03, -0.02, 0.00], [-0.05, 0.03, -0.01], [-0.10, 0.00, 0.04], [0.16, 0.03, -0.10], [0.07, 0.07, -0.10], [-0.23, -0.12, 0.24], [-0.05, -0.02, 0.04], [0.05, -0.05, -0.06], [0.09, 0.03, 0.01], [0.01, -0.02, 0.01], [0.09, 0.02, -0.07], [0.09, 0.02, -0.07], [-0.01, 0.02, -0.01], [-0.02, -0.02, 0.05], [-0.01, -0.08, 0.06], [0.01, 0.08, -0.03], [-0.07, 0.14, 0.00], [0.17, -0.28, 0.15], [0.03, -0.05, 0.03], [-0.03, 0.01, -0.09], [0.03, 0.08, -0.04], [-0.01, -0.03, -0.03], [-0.04, 0.08, -0.07], [-0.04, 0.08, -0.07], [-0.02, 0.00, 0.02]], "mulliken_charge": [-0.97, -0.22, -0.47, -0.22, -0.46, -0.10, -0.29, -1.23, 0.25, -0.29, -0.62, -0.57, -0.70, 0.10, -0.59, -0.05, -0.40, -1.08, 0.27, 0.36, 0.09, 0.24, 0.24, 0.31, 0.28, 0.42, 0.28, -0.29, -0.09, 0.51, 0.52, 0.33, 0.38, 0.40, 0.42, 0.41, 0.53, 0.66, -0.03, 0.30, 0.42, 0.25, 0.38, 0.27, -1.06, 0.90, -0.69, 0.06, -0.91, 0.29, 0.34, 0.18, 0.09, 0.27, 0.28, 0.32, -1.61, 0.95, -0.72, 0.04, -0.99, 0.34, 0.39, 0.41, 0.26, 0.38, 0.29, 0.28, -1.28, 0.82, -0.65, -0.18, -0.82, 0.24, 0.36, 0.42, 0.25, 0.28, 0.28, 0.31, -1.40, 0.87, -0.59, 0.15, -0.97, 0.31, 0.35, 0.34, -0.03, 0.22, 0.25, 0.44, -0.96, 0.60, -0.65, -0.17, -0.48, 0.36, 0.18, 0.34, 0.22, 0.28, 0.28, 0.02, -1.08, 0.66, -0.61, -0.14, -0.81, 0.32, 0.23, 0.34, 0.22, 0.29, 0.28, 0.28, -1.37, 0.76, -0.54, -0.15, -0.85, 0.26, 0.38, 0.38, 0.22, 0.29, 0.29, 0.33, -1.35, 0.84, -0.63, -0.14, -0.87, 0.30, 0.37, 0.37, 0.21, 0.30, 0.29, 0.33], "e_tot_ha": -3338.20377, "lumo_energy_ev": 0.251, "gap_ev": 8.12, "homo_ha": -0.2892, "multiplicity": 1}